22
Properties=species:S:1:pos:R:3:mulliken_charge:R:1 method="wB97M-V/def2-TZVPD" relative_energy_kj_mol=98.2 smiles="CS(=O)(=O)[C@H]1CCC[C@@]1(Br)C#N" energy_ev=-93881.4805 largest_force_ev_per_a=4.80 homo_energy_ha=-0.3788
C -2.113 1.414 1.354 -1.1166
S -0.669 1.728 0.280 1.1751
O -1.134 1.854 -1.049 -0.6228
O 0.166 2.781 0.820 -0.6467
C 0.250 0.135 0.692 -0.6814
C -0.686 -1.127 0.309 -0.6708
C 0.226 -2.054 -0.581 -0.5986
C 1.082 -1.091 -1.380 -0.7172
C 1.631 -0.057 -0.466 0.4323
Br 3.066 -0.807 0.708 -0.0586
C 2.060 1.153 -1.023 -0.0711
N 2.443 2.094 -1.508 -0.3950
H -2.443 2.289 1.869 0.3927
H -2.718 1.020 0.679 0.4643
H -1.809 0.672 2.071 0.3018
H 0.623 0.183 1.675 0.7325
H -1.548 -0.732 -0.277 0.3167
H -1.106 -1.621 1.185 0.3934
H 0.763 -2.885 0.078 0.2824
H -0.347 -2.620 -1.413 0.3134
H 1.834 -1.645 -1.865 0.4459
H 0.428 -0.685 -2.158 0.3283